112
Properties=species:S:1:pos:R:3:forces:R:3:lowdin_charge:R:1 method="wB97M-V/def2-TZVPD" total_charge=0 largest_force_ev_per_a=3.96 smiles="CCOC(=O)C(F)(F)F.CCOC(=O)C(F)(F)F.CCCC#N.CCCC#N.CCCC#N.CCCC#N.CCCC#N.CCCC#N.CCCC#N" e_lumo_ev=0.391
C -3.9832 2.5244 -4.5945 -0.4 -1.5 0.3 -0.041
C -2.7711 1.5445 -4.4669 -0.9 1.9 0.2 -0.195
O -2.1370 1.3636 -5.7345 0.5 -0.3 -0.7 0.037
C -1.0596 0.5953 -5.8218 -0.6 -0.5 0.0 -0.376
O -0.5313 -0.0523 -4.9563 -0.1 0.6 -0.2 0.145
C -0.6766 0.4195 -7.3294 0.4 1.3 -0.1 -0.538
F -1.6324 -0.2619 -7.9357 -0.6 0.0 -0.3 0.186
F -0.4810 1.6162 -7.9662 -0.5 -0.9 0.6 0.137
F 0.4408 -0.2633 -7.4894 0.6 -0.3 0.4 0.168
H -3.7975 3.5781 -4.7664 0.6 0.0 0.2 0.070
H -4.5230 2.3759 -3.6245 0.3 0.4 -0.8 0.080
H -4.6758 2.2156 -5.3997 0.3 -0.1 0.4 0.081
H -3.1241 0.6308 -4.0184 0.0 -0.7 -0.3 0.116
H -2.0494 1.9872 -3.8050 0.4 0.1 0.4 0.081
C 4.7574 -0.9549 -0.1206 0.2 0.8 -0.7 -0.070
C 3.7855 -1.7111 0.7107 -0.2 -1.0 -0.8 -0.187
O 3.4289 -2.9868 0.0231 0.4 0.5 1.0 0.022
C 2.7045 -3.8484 0.7354 1.4 0.4 -3.7 -0.443
O 2.3438 -3.7505 1.8381 -1.1 0.3 3.0 0.173
C 2.4736 -5.1142 -0.1300 -1.3 1.1 -0.8 -0.517
F 1.2856 -5.6440 0.1861 0.3 -0.1 -0.2 0.157
F 2.4623 -4.8556 -1.4888 0.3 -0.6 1.9 0.123
F 3.4297 -5.9557 0.1996 0.5 -0.8 -0.5 0.191
H 4.8254 0.0493 0.3210 0.0 -0.2 -0.2 0.076
H 4.5128 -0.8738 -1.1887 -0.5 0.0 0.4 0.062
H 5.7411 -1.3695 -0.1347 0.8 -0.5 0.4 0.069
H 2.8701 -1.1727 0.7554 -0.8 0.5 0.4 0.087
H 4.1832 -1.8701 1.7098 -0.2 -0.4 0.0 0.116
C 2.2140 -1.8662 4.9700 0.1 0.1 0.3 -0.086
C 2.6117 -0.5250 5.6057 0.1 -0.6 -1.4 -0.227
C 3.9611 0.0113 5.0695 -1.5 -0.3 -0.2 -0.161
C 3.7548 0.4477 3.6949 0.4 -0.3 1.1 -0.217
N 3.4778 0.9242 2.6996 -0.3 0.4 -1.4 0.183
H 2.8589 -2.6042 5.3970 0.4 -0.8 0.5 0.065
H 2.4128 -2.0084 3.9074 -0.4 0.6 -0.2 0.056
H 1.1893 -2.1482 5.2254 0.1 0.1 -0.2 0.071
H 2.6904 -0.6642 6.6720 -0.1 0.2 0.4 0.107
H 1.8948 0.2501 5.3529 -0.4 0.0 0.3 0.098
H 4.7616 -0.6907 5.1711 0.6 -0.3 0.1 0.116
H 4.0942 0.9122 5.6147 0.9 0.8 0.6 0.108
C -3.1560 -2.5242 3.3176 0.7 1.5 -1.0 -0.083
C -1.6147 -2.5506 3.4022 -1.1 0.5 0.9 -0.261
C -1.0686 -3.9454 3.4020 2.0 -0.5 -0.3 -0.201
C -1.6604 -4.8050 2.4119 -0.2 0.3 0.1 -0.244
N -2.1510 -5.3206 1.5206 -0.4 -0.7 -0.7 0.164
H -3.5957 -3.1318 4.0720 -0.4 -0.4 0.7 0.074
H -3.4574 -2.9000 2.3606 -0.3 -0.5 -0.6 0.056
H -3.5881 -1.5008 3.3424 0.5 -0.5 0.4 0.053
H -1.3793 -2.1472 4.3852 0.4 0.4 -0.1 0.090
H -1.0939 -1.9879 2.6455 -0.3 0.5 -0.1 0.057
H -1.1319 -4.3272 4.3961 -0.3 -0.8 0.6 0.112
H 0.0262 -3.9775 3.1512 -0.7 0.3 0.3 0.121
C -5.6672 0.0837 2.4262 -0.1 -1.9 -0.2 -0.102
C -4.7263 0.8137 1.5217 -0.8 1.3 0.4 -0.294
C -5.3165 1.1389 0.1784 -0.7 -0.1 -0.3 -0.188
C -5.3363 -0.0772 -0.6396 0.0 1.4 0.3 -0.233
N -5.3854 -1.0031 -1.3000 0.0 -1.2 -0.7 0.166
H -6.7331 0.3199 2.2950 0.4 0.4 0.1 0.083
H -5.3502 0.2060 3.4601 -0.3 -0.2 0.1 0.074
H -5.5929 -0.9930 2.1428 -0.2 0.5 0.5 0.083
H -3.8264 0.3162 1.3253 1.3 -1.3 0.0 0.063
H -4.3630 1.6995 2.0065 -0.2 0.9 0.1 0.107
H -4.7197 1.9207 -0.2803 -0.1 0.0 -0.4 0.090
H -6.3764 1.4387 0.2420 0.4 0.2 0.1 0.128
C 4.2182 1.3820 -3.9970 0.0 -0.4 0.5 -0.107
C 3.0153 0.9486 -4.8467 0.3 1.0 0.2 -0.232
C 2.7665 -0.5569 -4.7965 1.0 -0.7 -1.0 -0.188
C 2.3987 -1.0923 -3.5065 -1.3 -0.4 2.2 -0.201
N 1.9887 -1.4786 -2.4875 0.9 0.6 -1.6 0.196
H 5.1699 1.0670 -4.3937 0.4 0.2 -0.6 0.070
H 4.2255 0.8897 -3.0385 -0.4 -0.4 0.6 0.043
H 4.2340 2.4360 -3.7289 0.0 0.2 -0.5 0.077
H 3.2522 1.2049 -5.8986 -0.5 0.0 0.5 0.122
H 2.1674 1.5625 -4.4698 0.2 -0.8 -0.8 0.077
H 3.7287 -1.0703 -5.0819 -0.9 0.4 0.1 0.142
H 1.9888 -0.8991 -5.5045 0.3 0.3 0.2 0.108
C -0.7418 4.1203 2.7521 0.5 -0.3 1.1 -0.098
C 0.3708 3.0568 2.9998 -0.8 0.6 -1.3 -0.251
C -0.1787 1.6496 2.6141 0.6 0.0 0.0 -0.189
C -1.1316 1.0828 3.6170 1.2 0.4 -0.6 -0.212
N -1.8145 0.6274 4.4178 -0.3 0.0 0.1 0.161
H -0.3911 5.1198 3.0662 -0.2 -0.4 -0.3 0.074
H -1.5516 3.8192 3.4457 0.0 0.4 -0.5 0.073
H -1.1200 4.1528 1.7153 0.3 -0.1 0.4 0.073
H 0.7342 3.0740 4.0153 -0.3 -0.1 0.6 0.097
H 1.2943 3.3087 2.4485 -0.5 -0.4 -0.3 0.090
H 0.7412 1.0279 2.5099 -1.0 -0.2 0.1 0.092
H -0.7377 1.6612 1.6495 0.6 0.1 0.5 0.086
C 1.3630 4.3256 -0.6805 0.3 1.0 -1.1 -0.101
C 1.0987 2.8660 -0.5834 0.2 -1.2 0.6 -0.251
C 1.2201 2.0725 -1.8965 0.0 0.8 0.9 -0.160
C 0.6422 2.7554 -3.0189 -0.3 0.6 -0.5 -0.248
N 0.2669 3.3665 -3.9153 -0.2 -0.1 -0.1 0.190
H 2.3702 4.5977 -0.9911 0.3 -0.4 -0.2 0.083
H 1.2735 4.7817 0.2690 -0.3 0.5 1.2 0.049
H 0.7014 4.8733 -1.3713 0.0 -0.4 0.2 0.088
H 0.1510 2.6935 -0.1087 -0.9 0.1 -0.3 0.056
H 1.7493 2.3869 0.1683 0.3 0.2 -0.5 0.110
H 0.8316 1.0879 -1.8418 -0.6 -1.0 0.2 0.086
H 2.2545 1.9578 -2.1098 1.1 -0.1 -0.3 0.093
C 0.0143 -1.3531 0.2865 0.5 -1.6 0.0 -0.094
C -1.4646 -1.6138 -0.0102 0.4 -2.4 -0.5 -0.229
C -2.0754 -0.8720 -1.1899 1.0 1.1 0.1 -0.162
C -2.1822 0.5892 -0.9401 -0.1 1.1 0.4 -0.194
N -2.2603 1.7243 -0.6875 0.2 -1.7 -0.4 0.183
H 0.2527 -0.3229 0.3837 0.0 1.3 -0.3 0.036
H 0.7130 -1.7978 -0.4722 -0.7 0.4 0.7 0.055
H 0.2795 -1.7315 1.2956 -0.1 -0.2 -0.6 0.061
H -2.0367 -1.5087 0.8949 -0.5 0.7 0.3 0.067
H -1.6879 -2.7329 -0.2281 0.8 1.6 0.2 0.149
H -3.0523 -1.2672 -1.2953 -1.0 -0.1 -0.6 0.061
H -1.5098 -0.9722 -2.1320 -0.1 -0.3 0.4 0.127

195
Properties=species:S:1:pos:R:3:forces:R:3:lowdin_charge:R:1 method="wB97M-V/def2-TZVPD" total_charge=0 largest_force_ev_per_a=4.26 e_lumo_ev=-0.197
O -7.3801 -4.0178 2.7296 0.6 0.7 -0.4 -0.293
S -7.4015 -2.5790 2.6115 -1.7 1.4 -0.3 0.656
O -6.8517 -1.7431 3.6627 -0.3 -1.3 -1.0 -0.289
O -6.7689 -2.0225 1.1838 -2.1 -0.2 0.9 -0.250
C -5.8349 -2.8664 0.5971 3.0 -1.0 0.2 -0.308
C -5.0941 -2.2974 -0.6095 -0.1 0.2 0.2 -0.053
C -9.1230 -2.0302 2.2467 1.4 0.3 0.4 -0.086
H -6.1077 -3.8995 0.3819 -1.1 0.2 -0.1 0.123
H -5.1205 -3.0067 1.4083 0.8 -0.2 -0.2 0.094
H -4.6153 -1.3336 -0.4369 -0.3 0.1 0.2 0.049
H -5.7119 -2.2293 -1.5049 -0.1 -0.1 0.1 0.069
H -4.2468 -2.9572 -0.7957 -0.1 -0.2 -0.1 0.087
H -8.9355 -0.9648 2.1130 -0.4 0.1 0.1 0.040
H -9.7359 -2.2366 3.1241 0.2 0.1 -0.1 0.072
H -9.5572 -2.4432 1.3363 0.4 -0.3 0.2 0.073
O -1.2704 2.0420 -3.4944 -0.9 0.1 -0.4 -0.290
S -2.5215 2.3900 -4.1302 -0.5 -0.8 -1.7 0.704
O -2.9288 1.6542 -5.3671 0.5 1.5 3.2 -0.320
O -3.7145 2.3550 -2.9723 1.4 2.2 -1.7 -0.233
C -4.0006 1.1291 -2.4150 -0.5 -3.2 1.0 -0.334
C -5.2504 0.5213 -3.0856 1.5 0.5 0.5 -0.031
C -2.5017 4.1642 -4.4879 -0.3 -0.5 0.4 -0.094
H -4.1037 1.0993 -1.3303 -0.3 1.3 0.2 0.096
H -3.1329 0.4701 -2.4443 0.2 -0.3 -0.8 0.110
H -6.0654 1.2088 -2.8593 -0.2 -0.1 -0.5 0.085
H -5.4684 -0.4626 -2.6701 0.0 0.1 -0.2 0.048
H -4.9258 0.4743 -4.1250 -0.9 -0.2 -0.2 0.069
H -2.1740 4.6829 -3.5870 0.0 -0.2 0.0 0.070
H -3.4919 4.5094 -4.7853 0.1 -0.2 0.0 0.074
H -1.7864 4.3230 -5.2950 0.0 -0.3 0.0 0.068
O 9.1511 -2.1476 -0.5425 -2.4 0.8 0.8 -0.288
S 8.0575 -1.3184 -0.0381 -0.6 -2.1 -0.2 0.668
O 8.1350 0.0761 -0.2106 0.2 1.7 0.0 -0.273
O 6.5786 -1.7788 -0.7159 4.0 -1.4 0.4 -0.250
C 5.4966 -0.9467 -0.5070 -1.6 1.0 0.7 -0.346
C 4.9449 -0.4614 -1.8137 -0.2 0.0 -0.1 -0.046
C 7.7021 -1.6930 1.7323 0.6 -0.2 -0.8 -0.087
H 5.7109 -0.1027 0.1486 0.3 0.1 -0.1 0.100
H 4.7243 -1.5150 0.0113 0.0 -0.2 0.0 0.093
H 4.5230 -1.2913 -2.3806 0.0 0.0 -0.1 0.080
H 5.7252 0.0121 -2.4095 -0.1 0.2 0.0 0.089
H 4.1437 0.2324 -1.5591 0.0 0.2 -0.3 0.069
H 8.3068 -2.5694 1.9655 -0.3 -0.1 0.0 0.058
H 6.6321 -1.8758 1.8313 0.1 0.1 0.0 0.037
H 8.0339 -0.8826 2.3814 -0.1 0.2 -0.4 0.075
O -2.1525 0.8857 0.3200 0.2 -1.1 -0.7 -0.288
S -1.4792 -0.3867 0.4291 1.4 -0.8 0.3 0.684
O -2.2357 -1.6076 0.7146 0.9 1.6 -1.0 -0.303
O -0.4709 -0.7326 -0.8872 -2.6 -1.3 1.0 -0.253
C 0.3909 0.2478 -1.3849 1.5 2.1 -0.1 -0.289
C 1.2527 -0.1354 -2.6132 -0.9 -0.5 0.3 -0.033
C -0.1492 -0.2550 1.6346 -0.8 0.2 -0.7 -0.092
H 1.0488 0.5789 -0.5814 0.3 -0.1 0.2 0.098
H -0.1795 1.1372 -1.6529 -0.1 0.0 -0.1 0.096
H 1.7895 -1.0828 -2.5649 -0.4 -0.3 0.4 0.068
H 2.0572 0.5836 -2.7677 -0.4 0.4 0.1 0.053
H 0.5663 -0.1358 -3.4599 0.3 0.0 -0.3 0.065
H -0.5173 -0.6261 2.5911 0.2 0.0 -0.2 0.052
H 0.0918 0.8066 1.6906 0.2 -0.1 0.1 0.058
H 0.6365 -0.8384 1.1547 0.2 -0.1 0.7 0.050
O -1.3605 -0.3649 5.4351 0.2 0.3 0.5 -0.266
S -0.0189 -0.7313 5.7684 2.1 -0.4 0.3 0.643
O 0.9418 -0.8378 4.6709 -1.0 0.2 1.8 -0.305
O 0.6781 0.2806 6.9094 -0.9 -0.8 -1.6 -0.284
C -0.2115 0.9157 7.8590 -0.4 0.1 0.1 -0.257
C 0.5514 1.9565 8.6743 0.2 0.2 -0.5 -0.056
C -0.0429 -2.2707 6.7348 -0.5 0.3 0.2 -0.094
H -0.7050 0.1289 8.4295 0.3 0.0 0.5 0.115
H -1.0405 1.4051 7.3479 0.2 0.1 -0.4 0.106
H -0.1437 2.5639 9.2539 -0.1 -0.4 0.3 0.083
H 1.0192 2.6909 8.0186 0.0 -0.1 -0.4 0.069
H 1.3782 1.5874 9.2811 -0.4 -0.3 0.2 0.081
H -0.8654 -2.2108 7.4476 -0.4 0.2 -0.3 0.070
H 0.8105 -2.4584 7.3864 0.5 0.3 -0.7 0.077
H -0.2430 -3.0947 6.0500 0.1 0.1 0.0 0.064
O 2.1805 -2.9613 -8.5447 -0.7 -0.7 1.8 -0.300
S 1.5089 -3.3686 -7.3106 -1.8 -0.4 0.2 0.685
O 0.0245 -3.4587 -7.3285 3.0 0.2 0.0 -0.317
O 2.1004 -4.8121 -6.7789 -0.3 2.4 0.6 -0.271
C 1.7769 -5.9529 -7.5074 1.5 -1.6 -2.9 -0.271
C 3.0525 -6.4160 -8.3434 -0.1 0.3 1.3 -0.057
C 2.0304 -2.3329 -5.8726 -0.4 -0.9 -1.2 -0.079
H 1.0234 -5.7721 -8.2739 -0.4 0.2 0.4 0.109
H 1.4516 -6.7609 -6.8520 0.0 0.3 0.2 0.121
H 3.8476 -6.7229 -7.6639 -0.2 -0.5 0.3 0.064
H 3.5684 -5.6103 -8.8658 -0.7 0.3 -0.3 0.066
H 2.8430 -7.2322 -9.0348 -0.2 0.1 0.1 0.070
H 1.4659 -1.4114 -6.0151 0.3 0.2 -0.1 0.036
H 3.1129 -2.2400 -5.9602 -0.2 0.2 0.2 0.076
H 1.6934 -2.7963 -4.9454 0.1 -0.2 -0.2 0.073
O 4.6670 1.9782 1.2708 -2.9 2.1 0.2 -0.305
S 3.4440 2.8337 1.2900 1.6 -0.7 2.1 0.679
O 2.6668 2.9799 0.0973 0.0 -0.2 0.6 -0.281
O 2.4478 2.3553 2.5360 0.6 0.9 -2.0 -0.309
C 3.1058 1.8511 3.7270 0.2 0.1 -0.4 -0.243
C 2.2595 2.1491 4.9431 -0.1 -0.4 0.2 -0.073
C 3.8485 4.5245 1.9873 0.4 -1.0 -1.3 -0.080
H 4.0870 2.3027 3.8729 0.1 0.1 -0.3 0.114
H 3.2644 0.8126 3.4364 -0.1 -0.2 1.0 0.107
H 1.2145 1.8737 4.8006 0.2 -0.4 0.1 0.064
H 2.2290 3.1712 5.3204 0.4 0.4 -0.7 0.077
H 2.7353 1.6108 5.7629 -0.4 -0.4 0.1 0.086
H 4.8165 4.3808 2.4672 -0.1 0.3 0.0 0.062
H 3.0989 4.9884 2.6285 -0.1 -0.7 0.0 0.059
H 3.9276 5.1315 1.0855 0.3 0.1 0.1 0.061
O 4.0711 -1.6780 2.9574 -1.1 -1.5 -1.0 -0.289
S 3.3385 -2.7134 2.2253 -1.0 -0.1 0.0 0.661
O 2.5599 -2.3730 1.0337 1.6 -0.6 1.7 -0.287
O 4.3703 -3.8949 1.8210 -1.3 1.0 -1.4 -0.232
C 5.2960 -4.3078 2.7497 3.4 -0.1 1.9 -0.334
C 6.5374 -4.9319 2.1157 -0.6 -1.1 -0.5 -0.059
C 2.2325 -3.7028 3.3207 0.4 1.5 -0.4 -0.084
H 4.9160 -4.9304 3.5597 -0.5 -0.1 -0.2 0.124
H 5.8651 -3.5007 3.2111 -1.2 0.9 0.5 0.100
H 6.8944 -4.2296 1.3625 0.0 -0.5 -0.3 0.065
H 6.3246 -5.9415 1.7642 0.0 0.2 -0.8 0.080
H 7.3507 -5.1102 2.8192 -0.2 0.5 0.4 0.088
H 1.4200 -3.0011 3.5095 0.0 0.0 0.3 0.031
H 2.7913 -3.9049 4.2344 -0.2 -0.2 -0.1 0.068
H 1.8124 -4.5719 2.8144 0.5 0.1 -0.1 0.080
O -0.0080 0.6018 -6.2205 -0.4 1.4 -2.6 -0.332
S -0.4210 1.2838 -7.4729 0.1 0.3 -0.4 0.731
O -0.9157 2.6885 -7.4791 1.5 -3.4 0.1 -0.318
O 0.8517 1.2798 -8.5964 -2.4 0.9 1.3 -0.273
C 1.6019 0.1002 -8.8327 1.8 -0.1 0.8 -0.280
C 3.0297 0.4024 -8.3126 -0.7 -0.6 0.8 -0.050
C -1.7063 0.1929 -8.3237 0.9 1.7 1.4 -0.062
H 1.6947 -0.0978 -9.9005 -0.7 0.0 0.0 0.125
H 1.1690 -0.7484 -8.3028 0.0 0.0 -0.3 0.065
H 3.3963 1.3510 -8.7049 0.1 -0.2 -0.1 0.084
H 3.7202 -0.4335 -8.4254 0.0 0.1 -0.7 0.075
H 2.9763 0.4783 -7.2266 -0.2 0.4 0.2 0.054
H -1.3082 -0.7938 -8.5606 0.0 0.3 -0.1 0.062
H -2.0868 0.8246 -9.1263 0.2 -0.4 -0.2 0.067
H -2.4456 0.1788 -7.5228 -0.1 -0.3 -0.1 0.047
O -1.7770 2.5210 2.7397 0.0 2.1 -0.9 -0.303
S -1.4157 3.8345 2.2052 0.2 -0.1 1.0 0.710
O -1.0347 3.9957 0.8038 -0.8 0.1 2.3 -0.274
O -2.6384 4.9274 2.6437 1.5 -1.9 -0.3 -0.276
C -2.7282 6.1642 1.9574 -0.4 1.1 -1.7 -0.304
C -4.0920 6.7589 2.2809 0.1 -0.1 0.7 -0.055
C -0.0751 4.5006 3.3279 -1.0 -0.8 -1.3 -0.069
H -2.6149 6.0256 0.8822 -0.4 -0.5 -0.1 0.111
H -1.9220 6.8814 2.1115 0.3 -0.2 1.1 0.112
H -4.1946 6.8015 3.3653 -0.2 -0.5 0.2 0.076
H -4.8780 6.1450 1.8412 0.0 0.1 0.2 0.085
H -4.2466 7.8113 2.0431 0.4 -0.1 -0.7 0.079
H -0.2775 5.5714 3.3464 0.6 -0.1 -0.1 0.059
H 0.8089 4.1184 2.8174 0.2 0.6 0.0 0.030
H -0.0857 4.0548 4.3226 -0.6 0.0 -0.2 0.059
O 5.5524 3.5471 -6.8522 -2.1 0.7 0.6 -0.312
S 4.4706 4.4865 -6.5391 1.5 0.9 -0.1 0.639
O 3.9228 5.3015 -7.6087 0.3 -1.1 1.5 -0.290
O 3.2283 3.8438 -5.7441 1.1 0.6 -1.2 -0.277
C 3.5702 2.9095 -4.6905 -0.4 0.7 0.6 -0.249
C 2.6450 3.2857 -3.5472 -0.4 -0.1 -0.5 -0.054
C 5.1954 5.5779 -5.2129 0.3 -0.3 -1.4 -0.096
H 4.5622 3.1298 -4.2962 0.4 -0.7 -0.7 0.102
H 3.4098 1.9525 -5.1872 0.4 -0.3 0.8 0.119
H 2.9275 2.8637 -2.5828 -0.2 -0.4 -0.2 0.061
H 1.6273 3.0546 -3.8618 -0.2 -0.1 0.5 0.081
H 2.7111 4.3661 -3.4186 0.0 0.1 -0.1 0.083
H 6.2471 5.6799 -5.4808 0.0 -0.2 -0.2 0.060
H 5.1897 5.1044 -4.2311 -0.5 0.2 -0.1 0.052
H 4.7737 6.5779 -5.3138 -0.4 -0.3 0.4 0.064
O -7.5430 0.9117 2.7955 1.1 1.8 0.1 -0.303
S -6.3816 1.7763 2.6798 1.6 1.4 -0.5 0.736
O -6.3761 3.0649 1.9042 -0.3 -3.4 2.0 -0.326
O -5.8306 2.1394 4.2242 -1.5 -0.8 -1.8 -0.256
C -4.6875 2.9810 4.3366 1.3 0.3 0.1 -0.297
C -3.6970 2.3025 5.2686 -0.2 -0.6 0.6 -0.074
C -4.9914 0.7113 2.0978 -0.5 0.3 -0.1 -0.081
H -4.9811 3.9580 4.7206 -0.3 0.0 0.0 0.123
H -4.1734 3.1762 3.3955 -0.4 -0.2 -0.2 0.071
H -2.7455 2.8185 5.3966 -0.1 0.3 -0.3 0.068
H -3.4564 1.2875 4.9527 0.0 0.1 -0.4 0.064
H -4.1211 2.1693 6.2639 -0.2 0.2 0.1 0.078
H -5.0652 0.6547 1.0117 0.0 0.3 0.0 0.056
H -5.0816 -0.3099 2.4680 -0.4 0.3 0.4 0.052
H -4.0267 1.1225 2.3950 -0.2 0.3 -0.1 0.045
O -3.4646 -6.6720 5.1856 -0.3 2.4 1.6 -0.321
S -3.7851 -5.4030 5.8758 -1.0 -0.3 0.0 0.726
O -3.5614 -5.2096 7.3378 0.2 -0.2 -3.9 -0.323
O -3.0724 -4.1544 5.0052 -0.3 -1.1 2.5 -0.293
C -3.1700 -4.0473 3.5874 -0.1 -1.5 -0.9 -0.288
C -1.7654 -4.1402 2.9850 -1.2 0.7 0.3 -0.049
C -5.5476 -4.9686 5.5000 0.8 -0.7 0.1 -0.102
H -3.7496 -3.1501 3.3699 0.4 0.2 0.0 0.116
H -3.7061 -4.8888 3.1488 -0.4 -0.2 0.3 0.111
H -1.8555 -4.1243 1.8989 0.2 0.3 0.0 0.078
H -1.3212 -5.0956 3.2643 0.2 0.3 0.3 0.086
H -1.2900 -3.2359 3.3650 0.9 -0.3 -0.3 0.064
H -6.2675 -5.6810 5.9030 0.5 -0.2 0.4 0.072
H -5.6402 -5.0805 4.4198 0.0 0.6 0.0 0.040
H -5.7695 -3.9872 5.9192 0.3 0.0 -0.4 0.075

| no. | HOMO (eV) |
| --- | --- |
| 1 | -11.2 |
| 2 | -10.3 |